Density functional theory data (wB97M-V/def2-TZVPD) for a molecular structure, C37H37F3N2OSSbV.

Output
* lowest unoccupied orbital energy (alpha / beta): -2.4 / -2.5 eV
* E_tot: -95203.6431 eV
* E_HOMO (alpha / beta): -0.3714 / -0.3546 Ha
* net charge: +1
* frontier orbital gap (alpha / beta): 7.72 / 7.18 eV
* multiplicity: 2

Last column: Mulliken spin population.
CARTESIAN COORDINATES (ANGSTROEM)
V: -0.8496 0.3269 -0.8140  1.034
C: -3.1836 -2.1170 0.6235  0.010
C: -1.6826 -2.3312 0.4947  -0.017
C: -0.9059 -2.0154 1.7418  0.009
C: -0.4989 -3.0622 2.5574  0.004
C: 0.2459 -2.8169 3.6988  -0.001
C: 0.6024 -1.5204 4.0168  0.001
C: 0.1999 -0.4321 3.2408  -0.013
C: 0.6892 0.9349 3.6528  -0.001
C: -0.0044 1.4758 4.9008  0.000
C: -0.5942 -0.7003 2.1171  -0.011
N: -1.0302 0.3268 1.2355  -0.022
C: -1.5155 1.4376 1.6965  0.013
C: -1.7404 2.4962 0.7767  -0.001
C: -2.2503 3.7829 0.9130  0.013
C: -2.2363 4.3498 -0.3672  0.002
C: -1.7171 3.3856 -1.2222  -0.002
N: -1.4115 2.2558 -0.5504  -0.017
H: -3.6951 -2.3721 -0.3045  -0.001
H: -3.4159 -1.0798 0.8726  -0.002
H: -3.5846 -2.7443 1.4204  0.000
H: -1.3016 -1.8091 -0.4102  -0.001
H: -1.4704 -3.3690 0.2232  -0.001
H: -0.7539 -4.0777 2.2809  0.000
H: 0.5669 -3.6372 4.3260  0.000
H: 1.2177 -1.3312 4.8878  0.000
H: 0.6074 1.6457 2.8259  0.000
H: 1.7596 0.8569 3.8563  0.000
H: -1.0608 1.6850 4.7315  0.000
H: 0.4667 2.3998 5.2344  0.000
H: 0.0497 0.7570 5.7184  0.000
H: -1.7396 1.5542 2.7519  0.004
H: -2.5674 4.2481 1.8318  0.001
H: -2.5437 5.3443 -0.6406  0.000
H: -1.5518 3.4551 -2.2881  -0.002
F: 6.7236 1.0923 3.1585  0.000
C: 5.6772 0.9110 2.3417  0.000
C: 4.6640 0.0576 2.7404  0.000
C: 3.5848 -0.1164 1.8897  -0.002
C: 3.5287 0.5372 0.6609  -0.001
C: 4.5664 1.3864 0.2945  -0.001
C: 5.6505 1.5832 1.1364  0.000
Sb: 1.8616 0.2783 -0.5961  -0.007
C: 2.6325 0.9615 -2.4326  -0.003
C: 2.0325 2.0603 -3.0378  0.003
C: 2.4891 2.5457 -4.2553  -0.003
C: 3.5600 1.9063 -4.8485  0.000
F: 4.0110 2.3608 -6.0253  0.000
C: 4.1899 0.8166 -4.2745  -0.001
C: 3.7183 0.3520 -3.0580  -0.001
C: 1.7645 -1.8060 -1.0037  0.022
C: 1.4796 -2.2399 -2.2977  -0.015
C: 1.2631 -3.5820 -2.5725  -0.005
C: 1.3375 -4.4822 -1.5273  0.000
F: 1.1263 -5.7819 -1.7780  0.000
C: 1.6127 -4.0924 -0.2296  -0.001
C: 1.8151 -2.7455 0.0241  -0.013
H: 4.7296 -0.4474 3.6936  0.000
H: 2.7828 -0.7718 2.2103  -0.001
H: 4.5457 1.9027 -0.6570  0.000
H: 6.4667 2.2394 0.8705  0.000
H: 1.1978 2.5650 -2.5621  0.006
H: 2.0380 3.3992 -4.7406  0.000
H: 5.0288 0.3569 -4.7762  0.000
H: 4.2092 -0.5006 -2.6027  0.000
H: 1.4333 -1.5286 -3.1152  0.006
H: 1.0477 -3.9336 -3.5711  0.000
H: 1.6618 -4.8333 0.5558  0.000
H: 2.0048 -2.4478 1.0483  -0.001
O: -2.3698 -0.1071 -2.0432  0.007
S: -3.5143 0.7863 -2.5985  0.010
C: -4.4249 1.3693 -1.1454  0.005
C: -5.8725 0.9399 -1.3503  -0.001
C: -5.8065 -0.4677 -1.9294  0.000
C: -4.7988 -0.3936 -3.0747  -0.001
H: -4.2425 2.4339 -1.0177  0.000
H: -3.9590 0.8334 -0.3152  0.003
H: -6.3799 1.6149 -2.0434  0.000
H: -6.4121 0.9867 -0.4049  0.000
H: -6.7716 -0.8188 -2.2909  0.000
H: -5.4604 -1.1713 -1.1715  0.000
H: -5.2451 0.0060 -3.9861  0.000
H: -4.2775 -1.3171 -3.3221  -0.001